# 1
23
Properties=species:S:1:pos:R:3 method="wB97M-V/def2-TZVPD" total_charge=+1 multiplicity=2 e_lumo_ev="-4.13 / -8.37" fmax_ev_per_a=4.44 s_squared=0.768 e_homo_ev="-13.86 / -13.85"
C -0.98360 -0.41321 0.00790
C -2.13622 1.62176 -0.44670
C 3.09817 -1.36134 1.33735
C -1.86971 -1.11863 -0.86382
C -2.69620 1.01266 -1.57154
C -0.10102 1.65964 0.92698
C -2.64662 -0.36264 -1.74310
C 2.53814 -0.90422 0.01749
C -1.11488 0.98056 0.19715
H -1.96248 -2.21871 -1.05658
H 1.41474 -1.05795 -0.07213
H -0.18676 -0.98036 0.47430
H 2.18581 -1.39711 2.15457
H 3.94017 -0.69163 1.60918
H 0.93932 1.12875 0.77210
H -3.28381 -0.88507 -2.47164
H -3.42182 1.58562 -2.20773
H -2.38226 2.62732 -0.04875
H -0.22391 1.71416 2.02774
H 2.62595 0.17632 -0.21324
H 0.02863 2.74955 0.46899
H 3.31491 -2.49590 1.60155
H 2.92347 -1.36959 -0.90007

***

# 2
26
Properties=species:S:1:pos:R:3 method="wB97M-V/def2-TZVPD" total_charge=+1 e_lumo_ev=-3.44 fmax_ev_per_a=3.09 e_homo_ev=-12.36
Br 2.88610 -0.54166 -1.99115
Br 1.23798 -2.56221 -3.72523
N 0.55230 2.14375 1.08173
C 1.15952 -1.06993 -1.18051
C 0.43355 0.08892 -0.37221
C -0.64937 1.27919 1.42727
C 0.16746 -1.54636 -2.38565
C -1.19237 1.52917 2.88373
C 1.18982 1.47307 -0.12221
C -0.04781 -0.19937 1.14104
C -1.02976 -2.39948 -1.79455
C -1.80795 1.52931 3.94250
H -1.91419 -2.33732 -2.49799
H -0.56029 0.23060 -0.89495
H -1.52941 1.50500 0.74407
H 1.11207 2.01662 -1.11587
H -0.17798 -0.59814 -2.90865
H -1.37370 -1.90678 -0.82222
H -0.75080 -3.48213 -1.64538
H 0.08491 3.05306 0.90278
H 2.29898 1.35438 0.05405
H 0.75827 -0.24605 1.94801
H -0.92043 -0.89804 1.27911
H 1.34378 -1.97947 -0.53716
H -2.55317 1.37164 4.77401
H 1.28247 2.19222 1.81542

***

# 3
41
Properties=species:S:1:pos:R:3 method="wB97M-V/def2-TZVPD" multiplicity=2 e_lumo_ev="-1.72 / -1.76" fmax_ev_per_a=0.93 s_squared=0.795 e_homo_ev="-7.50 / -7.33"
Re -0.44773 -1.66976 0.62957
Te 0.70094 -1.67605 4.42145
Br 0.63228 -3.33581 -0.96695
Se -0.09014 -3.04659 2.54800
Se -4.14175 -1.05444 1.93072
Se -2.47751 -0.49002 -1.73985
Se -2.87957 -2.40580 0.63974
P -0.57669 1.44431 1.55062
O -0.31534 2.02088 0.21869
O -3.17842 0.79002 -1.06962
O -0.93145 -0.68413 -1.11436
O -3.26236 -1.91534 -1.13923
O -0.92623 -0.02785 1.74877
O 2.97790 0.56391 -0.08134
O 1.40445 -0.79965 0.56582
O -2.45657 -0.58445 -3.32633
N -3.09001 2.09392 1.19252
N 1.99041 1.05327 2.47531
C 2.71783 -0.12715 -2.73343
C 1.51986 -2.09406 -2.14799
C 2.18286 -0.34226 -0.34713
C 2.71153 -0.51065 -4.06322
C 1.50668 -2.49656 -3.46934
C 0.78042 1.88773 2.70956
C 2.10434 -1.69791 -4.43272
C 2.12055 -0.90230 -1.74225
C -2.05949 2.27363 2.25025
H 1.77748 0.08844 2.79282
H -1.88000 3.33356 2.42316
H -2.42825 1.78069 3.14858
H 1.01520 -3.41788 -3.74881
H -3.96227 2.57265 1.40302
H 2.31576 0.98211 1.47103
H 3.18461 0.79653 -2.42212
H 3.17366 0.12195 -4.80864
H 0.46869 1.72661 3.74260
H -3.32361 1.06528 1.11192
H 2.77021 1.38795 3.03817
H 2.07914 -2.00626 -5.46914
H 1.03526 2.93350 2.54654
H -2.74270 2.36796 0.26360

***

# 4
32
Properties=species:S:1:pos:R:3 method="wB97M-V/def2-TZVPD" total_charge=+1 multiplicity=4 e_lumo_ev="-3.50 / -3.47" fmax_ev_per_a=3.57 s_squared=3.764 e_homo_ev="-11.31 / -12.64"
Br -1.02247 -4.07098 0.27943
V -0.77838 -1.25751 0.25705
S 1.50329 -1.52971 0.51341
S -0.66539 1.01919 0.12973
P 1.27271 0.43051 0.12342
O 1.82295 0.84273 -1.29872
O 2.12307 1.20332 1.20664
O -6.24165 -3.68829 0.36262
N -2.56192 -1.88010 0.32232
C -5.07493 -3.06215 0.35174
C -3.91874 -3.85710 0.33554
C 3.43393 3.18931 1.62497
C -3.67700 -1.12334 0.34217
C -2.71817 -3.20936 0.31983
C -4.93630 -1.66901 0.35493
C 3.64588 1.81164 -2.53818
C 2.07013 2.66214 1.25254
C 3.22952 0.67319 -1.63901
H 4.68062 1.65536 -2.84303
H 3.37515 4.27444 1.70863
H 3.75580 2.78070 2.58171
H 3.57413 2.76924 -2.02272
H -6.98806 -3.07752 0.37259
H -5.80301 -1.02125 0.36978
H -3.99250 -4.93469 0.33338
H 3.01956 1.84533 -3.42844
H 3.32441 -0.28695 -2.14487
H -3.52690 -0.05271 0.34892
H 1.75149 3.04430 0.28087
H 4.17618 2.93812 0.86730
H 3.82313 0.65231 -0.72374
H 1.32343 2.92885 1.99917

***

# 5
24
Properties=species:S:1:pos:R:3 method="wB97M-V/def2-TZVPD" total_charge=+1 e_lumo_ev=-4.04 fmax_ev_per_a=6.18 smiles="C=C1C=CC=C[C@H]1[NH+](C)C" e_homo_ev=-12.35
N -0.57017 -0.09789 -1.21385
C 1.37266 0.85714 0.10226
C 0.00340 -0.17866 2.43109
C -0.14256 0.76993 -0.02280
C 2.02373 0.46313 1.22400
C -0.22586 -1.47324 -0.96407
C 0.05434 0.35114 -2.51908
C 1.34792 -0.12206 2.40754
C -0.84854 0.15045 1.25179
C -2.20956 0.18841 1.12547
H 1.16305 0.42486 -2.37254
H -2.84222 -0.10135 1.94578
H 3.13797 0.63483 1.26115
H -0.71806 -0.39500 3.14908
H -1.50929 -0.27884 -1.15105
H 1.95495 1.18962 -0.73900
H -0.59575 1.77088 -0.13153
H -0.35567 -0.26960 -3.27909
H 2.07266 -0.35697 3.12840
H 0.86822 -1.48453 -1.18917
H -0.59133 -2.08134 -1.68107
H -0.19190 1.43081 -2.87750
H -0.48584 -1.69513 -0.03290
H -2.71217 0.30341 0.14709

***

# 6
25
Properties=species:S:1:pos:R:3 method="wB97M-V/def2-TZVPD" e_lumo_ev="-0.06 / -0.06" fmax_ev_per_a=3.45 e_homo_ev="-8.34 / -8.34"
N -2.09877 1.66509 -1.90454
N 0.65648 1.63304 0.54268
C 0.07360 -2.61149 -0.29342
C 0.26123 -1.83508 -1.63132
C -0.45961 0.24420 -0.57400
C -0.89383 -1.85754 0.60003
C -1.31447 1.05845 -1.35397
C -1.18325 -0.57394 0.43915
C 0.90737 0.81987 1.75987
C 0.11631 2.93799 0.77774
C 0.61261 -0.37965 -1.35572
H -0.24472 3.35419 -0.09625
H 0.90768 3.63540 1.02496
H -1.86735 -0.07216 1.14250
H -0.72917 -1.93095 -2.29214
H 1.13330 -2.33588 -2.21642
H 0.63564 -0.26189 1.57025
H 0.30889 1.13604 2.61342
H -0.60776 2.90939 1.63647
H 0.89469 0.24866 -2.28391
H -1.41367 -2.50024 1.27164
H 1.97079 1.13233 1.93182
H -0.29892 -3.58826 -0.64854
H 1.59712 -0.13276 -0.90106
H 1.03580 -2.69483 0.24077

***

# 7
26
Properties=species:S:1:pos:R:3 method="wB97M-V/def2-TZVPD" e_lumo_ev="-0.31 / -0.31" fmax_ev_per_a=6.48 e_homo_ev="-8.75 / -8.75"
O 1.88887 2.21040 -0.22193
N 1.39010 1.08405 -0.12569
N 4.46632 -0.88382 0.12198
C -0.70830 2.16612 -0.68434
C 3.40030 -0.42377 0.01986
C -0.25765 1.29453 1.50960
C 2.12125 0.01284 -0.03590
C 0.38379 -2.78510 -0.38237
C 0.24741 -1.43087 0.13054
C -0.09522 1.06982 0.03900
C -0.56442 -0.41600 -0.54220
C -2.05241 -0.52707 -0.29962
H -2.47889 0.41745 -0.76950
H -0.55300 -3.30049 -0.08856
H -1.15977 1.80151 -1.57516
H 0.63291 1.02811 2.05653
H -0.55154 2.25406 1.67101
H 0.46405 -2.85660 -1.40559
H 0.09477 2.75906 -1.01479
H -2.67394 -1.37584 -0.82733
H -1.09784 0.58339 1.86246
H 0.06967 -1.39713 1.25320
H -2.34444 -0.51485 0.84818
H 1.12510 -3.27398 0.15277
H -0.32313 -0.36915 -1.60521
H -1.42402 2.87332 -0.08695

***

# 8
26
Properties=species:S:1:pos:R:3 method="wB97M-V/def2-TZVPD" total_charge=+2 multiplicity=3 e_lumo_ev="-8.73 / -12.90" fmax_ev_per_a=6.07 s_squared=2.035 e_homo_ev="-15.03 / -18.44"
O -0.12591 -2.37164 0.46787
N -4.30893 0.36507 0.21449
N -0.30357 -0.80476 -0.09686
C 0.90671 -0.13917 -0.11010
C -3.87233 -0.69061 0.94304
C -2.54397 -1.13262 0.78424
C -1.61837 -0.43014 -0.07788
C 2.23779 -0.78897 -0.09583
C 3.41879 0.17453 0.05994
C -2.05938 0.62222 -0.83497
C -3.46152 0.97882 -0.71079
C 0.87034 1.37528 -0.12750
H 3.48234 0.36890 1.12600
H -1.51238 1.12265 -1.63725
H 4.33526 -0.44486 -0.11975
H -5.16256 0.93708 0.55059
H -2.01376 -1.73597 1.48427
H -4.56331 -1.26687 1.53608
H -3.97151 1.82656 -1.27615
H 2.42324 -1.09036 -1.16600
H 1.20020 1.89718 -0.98682
H 3.49248 1.09478 -0.52226
H -0.46068 -2.83837 -0.34872
H -0.13541 1.78061 0.27591
H 1.61844 1.58720 0.66726
H 2.18096 -1.53232 0.62113